No. 1
{"formula": "C16H35N2O4", "method": "ωB97M-V/def2-TZVPD", "lumo_energy_ev": 2.891, "orbital_gap_ev": 5.705, "total_charge": -1, "species": ["C", "C", "O", "O", "C", "C", "C", "C", "C", "C", "C", "C", "C", "C", "C", "N", "O", "C", "C", "N", "H", "H", "H", "H", "H", "H", "H", "H", "H", "H", "H", "H", "H", "H", "H", "H", "H", "H", "H", "H", "H", "H", "H", "H", "H", "H", "H", "H", "H", "H", "H", "H", "C", "O", "H", "H", "H"], "xyz": [[-4.8754, 1.1588, -3.6116], [-4.1695, 1.2678, -2.2822], [-4.7368, 1.1882, -1.2174], [-2.8324, 1.4301, -2.4232], [-2.2009, 2.3747, -1.5196], [-0.7095, 2.2780, -1.8005], [0.2238, 2.9216, -0.7642], [-0.2132, 2.8288, 0.7010], [-0.5258, 1.4341, 1.2524], [0.5947, 0.7147, 1.9782], [1.8483, 0.3324, 1.1925], [1.6318, -0.4371, -0.1192], [1.5794, -1.9890, -0.0951], [1.0660, -2.6439, 1.1926], [-0.4928, -2.6122, 1.2258], [-1.1474, -2.5140, 2.5230], [2.8110, -2.5531, -0.5688], [3.9009, -2.4699, 0.3181], [5.1852, -2.0467, -0.4319], [4.9990, -1.0746, -1.4894], [-5.2931, 2.1315, -3.8693], [-4.2045, 0.8022, -4.3892], [-5.6886, 0.4418, -3.4932], [-2.5771, 3.3656, -1.7927], [-2.4734, 2.1265, -0.4959], [-0.4808, 1.2265, -1.9831], [-0.5324, 2.7933, -2.7513], [0.3575, 3.9778, -1.0246], [1.2077, 2.4527, -0.8707], [-1.1266, 3.4284, 0.8010], [0.5261, 3.3284, 1.3388], [-0.9694, 0.7962, 0.4798], [-1.3210, 1.5125, 2.0014], [0.9380, 1.3833, 2.7824], [0.1762, -0.1572, 2.4781], [2.3718, 1.2613, 0.9259], [2.5183, -0.2000, 1.8720], [0.7282, -0.0999, -0.6325], [2.4615, -0.1665, -0.7805], [0.8536, -2.3036, -0.8511], [1.5172, -2.2643, 2.1114], [1.3517, -3.6997, 1.1228], [-0.8750, -1.8330, 0.5607], [-0.7979, -3.5658, 0.7702], [-1.7558, -1.6732, 2.6113], [-0.4961, -2.5846, 3.2897], [3.7187, -1.7732, 1.1402], [4.0849, -3.4609, 0.7550], [5.6474, -2.9447, -0.8473], [5.8573, -1.6137, 0.3139], [4.2452, -1.3453, -2.1010], [4.8506, -0.1437, -1.1348], [-3.3425, -0.1501, 1.5392], [-2.6371, 0.0305, 2.6779], [-4.3948, -0.5174, 1.6695], [-3.4714, 0.7547, 0.9051], [-2.9110, -0.9051, 0.8106]]}

No. 2
{"formula": "C39H90F27N9O15P3", "method": "ωB97M-V/def2-TZVPD", "lumo_energy_ev": -8.733, "orbital_gap_ev": 2.185, "total_charge": 3, "species": ["C", "C", "O", "N", "H", "H", "C", "H", "H", "H", "H", "H", "H", "C", "C", "O", "N", "H", "H", "C", "H", "H", "H", "H", "H", "H", "C", "C", "O", "N", "H", "H", "C", "H", "H", "H", "H", "H", "H", "C", "C", "O", "N", "H", "H", "C", "H", "H", "H", "H", "H", "H", "C", "C", "O", "N", "H", "H", "C", "H", "H", "H", "H", "H", "H", "C", "C", "O", "N", "H", "H", "C", "H", "H", "H", "H", "H", "H", "C", "C", "O", "N", "H", "H", "C", "H", "H", "H", "H", "H", "H", "C", "C", "O", "N", "H", "H", "C", "H", "H", "H", "H", "H", "H", "C", "C", "O", "N", "H", "H", "C", "H", "H", "H", "H", "H", "H", "C", "O", "O", "C", "F", "F", "F", "C", "C", "H", "H", "H", "H", "H", "H", "C", "O", "O", "C", "F", "F", "F", "C", "C", "H", "H", "H", "H", "H", "H", "C", "O", "O", "C", "F", "F", "F", "C", "C", "H", "H", "H", "H", "H", "H", "P", "F", "F", "F", "F", "F", "F", "P", "F", "F", "F", "F", "F", "F", "P", "F", "F", "F", "F", "F", "F"], "xyz": [[4.8527, -1.1331, -2.6193], [5.6400, -0.8743, -3.9271], [5.9118, 0.2558, -4.1933], [6.3457, -2.0843, -4.5689], [7.3079, -2.1140, -4.2632], [5.9111, -2.9076, -4.1774], [6.2650, -2.1039, -6.0846], [5.6206, -0.9030, -1.8807], [4.5876, -2.1897, -2.5815], [3.9832, -0.4823, -2.5268], [6.8787, -2.9465, -6.4032], [6.6756, -1.1384, -6.3801], [5.2185, -2.2865, -6.3286], [1.7645, -6.3900, -6.4113], [1.0216, -5.7178, -5.3093], [-0.0768, -5.1883, -5.5002], [1.8114, -5.5348, -3.9935], [1.8492, -6.3645, -3.4188], [2.7465, -5.4214, -4.3581], [1.2337, -4.4131, -3.1221], [1.0656, -7.0406, -6.9372], [2.4730, -7.1627, -6.1129], [2.2309, -5.7165, -7.1303], [0.3301, -4.8306, -2.6779], [1.1325, -3.4538, -3.6296], [1.8142, -4.2679, -2.2111], [1.3442, 2.5438, -1.3428], [1.5798, 3.1385, -2.7551], [2.3895, 2.6609, -3.5195], [0.7013, 4.2998, -3.2936], [0.3416, 4.2137, -4.2334], [-0.1135, 4.3823, -2.7026], [1.5640, 5.5732, -3.2805], [1.2780, 3.4244, -0.7038], [2.1576, 1.9145, -0.9816], [0.4488, 1.9310, -1.4470], [2.0184, 5.8039, -2.3170], [0.8188, 6.3684, -3.2992], [2.1987, 5.5893, -4.1665], [-5.4960, -3.1004, 0.0284], [-5.4883, -2.2288, 1.1954], [-6.5003, -1.8907, 1.8059], [-4.1536, -1.8183, 1.8180], [-3.7916, -1.1532, 1.1497], [-4.1736, -1.1563, 2.5805], [-3.2344, -3.0188, 2.2380], [-5.8584, -4.1104, 0.2201], [-4.5406, -3.1311, -0.4954], [-6.2659, -2.6539, -0.6009], [-2.4314, -2.5431, 2.8011], [-2.8810, -3.6076, 1.3915], [-3.7873, -3.6592, 2.9252], [0.9320, 1.5932, 3.4353], [2.1334, 2.2400, 4.2219], [2.4926, 3.4195, 4.0826], [2.7751, 1.3588, 5.2503], [2.7068, 0.3853, 4.9897], [3.7432, 1.6354, 5.1705], [2.1001, 1.7432, 6.6201], [1.1350, 1.0653, 2.5036], [0.1827, 2.3842, 3.4042], [0.4826, 0.8921, 4.1387], [1.0573, 1.4274, 6.5901], [2.1532, 2.8180, 6.7932], [2.6569, 1.2368, 7.4085], [-1.4671, 1.0258, -4.8685], [-2.6405, 1.9860, -4.8069], [-3.1380, 2.4453, -3.7538], [-3.2497, 1.9561, -6.2227], [-2.6113, 1.6330, -6.9356], [-3.9568, 1.2377, -6.2873], [-3.9176, 3.2460, -6.6259], [-1.0664, 0.7249, -5.8365], [-1.8790, 0.0800, -4.5166], [-0.7439, 1.2573, -4.0866], [-3.1735, 3.9925, -6.9037], [-4.6756, 3.4685, -5.8750], [-4.5948, 3.0729, -7.4623], [-3.0309, -3.6850, -3.5408], [-4.0414, -2.4786, -3.6650], [-4.1897, -1.6424, -2.8045], [-5.0054, -2.5753, -4.8328], [-5.1424, -1.6915, -5.3021], [-4.6318, -3.0834, -5.6217], [-6.3751, -3.1913, -4.4119], [-2.6396, -3.9141, -4.5320], [-3.5326, -4.5203, -3.0524], [-2.1557, -3.3653, -2.9751], [-6.1710, -4.1934, -4.0348], [-6.8911, -3.2561, -5.3699], [-6.8833, -2.5619, -3.6814], [-2.4897, 3.4024, 1.3533], [-3.6944, 2.9894, 0.5620], [-4.5970, 2.2079, 0.8760], [-3.4803, 3.4123, -0.9162], [-2.8357, 4.1887, -0.8729], [-2.9335, 2.7209, -1.4093], [-4.8011, 3.9446, -1.5594], [-2.6735, 4.3288, 1.8974], [-1.5239, 3.3647, 0.8493], [-2.3542, 2.6367, 2.1172], [-4.5962, 4.5025, -2.4731], [-5.3710, 4.5883, -0.8892], [-5.3265, 3.0349, -1.8501], [2.4740, -2.8539, 1.5567], [3.8912, -2.6325, 1.0279], [4.3744, -2.9356, -0.0459], [4.8793, -1.9800, 1.9638], [5.3308, -1.1936, 1.5191], [4.3217, -1.5806, 2.7052], [5.7684, -3.0535, 2.5823], [2.4627, -3.1357, 2.6096], [1.8393, -3.5693, 1.0338], [2.0296, -1.8617, 1.4795], [6.4873, -2.3868, 3.0584], [6.1886, -3.7241, 1.8328], [5.4469, -3.7010, 3.3981], [-3.5699, -0.3608, 5.3785], [-4.3536, -0.9984, 6.3255], [-4.3963, -0.2335, 4.2845], [-2.9095, 0.9961, 5.9634], [-3.7266, 1.8789, 6.5347], [-1.9671, 0.7505, 6.8732], [-2.3780, 1.6118, 4.9516], [-3.6912, -1.4452, 7.5379], [-4.5682, -2.3724, 8.4148], [-5.4715, -1.7869, 8.5857], [-4.7197, -3.2522, 7.7894], [-4.1459, -2.7618, 9.3412], [-3.4964, -0.5683, 8.1554], [-2.7425, -1.9138, 7.2762], [-2.7068, -0.9775, 5.1277], [3.5338, -1.9119, 5.5721], [2.3347, -1.3563, 6.1713], [3.6410, -1.1839, 4.3245], [4.7542, -1.7219, 6.6563], [4.3721, -2.4732, 7.6857], [6.0008, -2.1750, 6.2955], [4.8651, -0.5166, 7.1012], [1.3254, -2.4203, 6.1270], [0.0974, -1.7976, 6.6064], [-0.7307, -2.3461, 6.1576], [-0.0030, -1.7821, 7.6917], [0.0689, -0.7679, 6.2500], [1.4391, -3.3607, 6.6662], [0.9747, -2.7539, 5.1504], [3.4415, -2.9598, 5.2867], [-1.0521, 6.2788, -0.4759], [-0.5305, 5.9069, 0.8549], [-1.0536, 5.0444, -1.1803], [-2.4262, 7.0848, -0.3148], [-3.1784, 6.5287, 0.6209], [-2.1591, 8.3398, 0.0077], [-3.2291, 7.0317, -1.4025], [-0.0782, 6.8837, 1.8076], [0.3728, 5.9943, 3.0303], [0.8576, 6.6275, 3.7734], [-0.3702, 5.3013, 3.4251], [1.1944, 5.3810, 2.6603], [-0.8557, 7.6320, 1.9607], [0.7347, 7.4639, 1.3711], [-0.3267, 6.9550, -0.9284], [2.2446, -1.4733, -6.0784], [2.9267, -2.7457, -6.8309], [2.6658, -1.8791, -4.5465], [3.6546, -0.6481, -6.2141], [1.5449, -0.1097, -5.4955], [1.7211, -0.7869, -7.4128], [0.8731, -2.2755, -5.8381], [-1.2066, -0.2548, -0.1160], [0.0416, -0.4329, -1.1580], [-0.5055, -1.3292, 0.9368], [-0.5633, 1.0156, 0.5649], [-2.3819, -0.0722, 0.9320], [-1.9894, 0.7077, -1.1379], [-1.9299, -1.6045, -0.7180], [5.0731, 1.4528, 0.9127], [5.9670, 0.0915, 1.0021], [3.7119, 0.7331, 1.5129], [5.4074, 1.8387, 2.4876], [4.2528, 2.7779, 0.6880], [6.4145, 2.2058, 0.3084], [4.6211, 1.0544, -0.5693]]}

No. 3
{"formula": "C46H47AsN2Sb3Se4W", "method": "ωB97M-V/def2-TZVPD", "lumo_energy_ev": -10.187, "orbital_gap_ev": 4.990, "total_charge": 3, "de_lowest_kj_mol": 52.00, "species": ["W", "C", "C", "C", "Sb", "C", "C", "C", "C", "C", "C", "C", "C", "C", "C", "C", "C", "Sb", "C", "C", "C", "C", "C", "C", "C", "C", "C", "C", "C", "C", "H", "H", "H", "H", "H", "H", "H", "H", "H", "H", "H", "H", "H", "H", "H", "H", "H", "H", "H", "H", "H", "H", "H", "H", "H", "H", "C", "C", "C", "C", "N", "C", "C", "C", "C", "C", "C", "N", "H", "H", "H", "H", "H", "H", "H", "H", "Se", "Sb", "Se", "Se", "Se", "C", "As", "C", "C", "C", "C", "C", "C", "C", "C", "H", "H", "H", "H", "H", "H", "H", "H", "H", "H", "H", "H", "H"], "xyz": [[-0.8128, -1.1950, 0.2900], [-2.0117, -0.1044, -3.1804], [-0.8014, -0.1340, -4.1094], [0.4761, -0.7384, -3.5311], [1.2588, -0.4074, -1.4998], [2.3077, 1.3695, -0.9024], [1.6598, 2.5263, -0.4758], [2.3904, 3.6016, 0.0107], [3.7761, 3.5263, 0.0891], [4.4255, 2.3738, -0.3281], [3.6975, 1.2959, -0.8199], [2.9318, -1.5719, -2.1134], [3.7877, -0.9991, -3.0525], [4.8066, -1.7665, -3.6029], [4.9609, -3.0971, -3.2308], [4.0943, -3.6684, -2.3103], [3.0738, -2.9057, -1.7504], [-1.5448, 1.2159, -1.5415], [-0.8672, 2.7589, -2.8930], [-1.8547, 3.6441, -3.3272], [-1.5510, 4.5874, -4.3056], [-0.2797, 4.6478, -4.8519], [0.7036, 3.7665, -4.4178], [0.4184, 2.8298, -3.4337], [-3.3898, 2.1296, -1.0505], [-4.6046, 1.6719, -1.5495], [-5.7809, 2.3179, -1.1853], [-5.7436, 3.4102, -0.3259], [-4.5261, 3.8796, 0.1557], [-3.3473, 3.2422, -0.2077], [-2.2664, -1.0977, -2.8294], [-2.8732, 0.3145, -3.6971], [-0.6019, 0.8665, -4.4796], [-1.0593, -0.7326, -4.9903], [1.3288, -0.5093, -4.1651], [0.4064, -1.8214, -3.4500], [0.5914, 2.6387, -0.5378], [1.8736, 4.5029, 0.3210], [4.3452, 4.3640, 0.4724], [5.5054, 2.3049, -0.2768], [4.2298, 0.4136, -1.1427], [3.6712, 0.0359, -3.3603], [5.4759, -1.3221, -4.3295], [5.7519, -3.6909, -3.6717], [4.2021, -4.7095, -2.0319], [2.3950, -3.3675, -1.0484], [-2.8580, 3.6087, -2.9262], [-2.3187, 5.2763, -4.6357], [-0.0523, 5.3798, -5.6173], [1.6965, 3.8002, -4.8495], [1.2052, 2.1679, -3.1200], [-4.6461, 0.8412, -2.2431], [-6.7278, 1.9778, -1.5885], [-6.6634, 3.9120, -0.0522], [-4.4928, 4.7520, 0.7974], [-2.3978, 3.6393, 0.1352], [-0.1666, 2.3714, 3.0181], [-1.4523, 2.6680, 3.4383], [-2.5071, 1.9439, 2.9100], [-2.2596, 0.9365, 1.9948], [-1.0122, 0.6533, 1.5938], [0.0054, 1.3550, 2.1054], [-3.3424, 0.1552, 1.3553], [-4.6374, 0.1863, 1.8206], [-5.6193, -0.5516, 1.1760], [-5.2691, -1.2801, 0.0611], [-3.9462, -1.3014, -0.3306], [-2.9902, -0.6178, 0.3008], [0.6939, 2.9124, 3.3915], [-1.6321, 3.4550, 4.1611], [-3.5208, 2.1777, 3.2001], [0.9898, 1.0975, 1.7520], [-4.8860, 0.7642, 2.6981], [-6.6353, -0.5580, 1.5522], [-5.9973, -1.8534, -0.4961], [-3.6350, -1.8899, -1.1770], [-0.4203, -6.2429, 1.6662], [-2.2571, -4.9022, 1.1893], [-1.5555, -2.4020, 2.2285], [-0.9672, -3.0057, -1.1157], [-4.4650, -4.6582, 0.4902], [3.2502, -0.9797, 1.4221], [1.4362, -1.6026, 1.7045], [1.7845, -3.4997, 1.5589], [1.3140, -1.3144, 3.6625], [1.9054, -2.4424, 4.4475], [3.2406, -2.4059, 4.8362], [3.7790, -3.4337, 5.6005], [2.9858, -4.5042, 5.9820], [1.6500, -4.5459, 5.6020], [1.1141, -3.5215, 4.8349], [3.8248, -1.5056, 2.1807], [3.3427, 0.0920, 1.5672], [3.6173, -1.2513, 0.4391], [1.4073, -3.9843, 2.4483], [2.8602, -3.6468, 1.5047], [1.3122, -3.9214, 0.6861], [0.2703, -1.1646, 3.9150], [1.8540, -0.3855, 3.8358], [3.8564, -1.5512, 4.5764], [4.8149, -3.3877, 5.9113], [3.4030, -5.2963, 6.5919], [1.0225, -5.3709, 5.9165], [0.0652, -3.5423, 4.5600]]}

Calculated HOMO level, -2.81; -10.92; -15.18 eV (same order as the records).